1.
9
Properties=species:S:1:pos:R:3:forces:R:3:lowdin_charge:R:1 method="wB97M-V/def2-TZVPD" spin_multiplicity=1 charge=0 homo_energy_ev=-10.324 energy_ev=-19669.3508 e_lumo_ev=0.700 de_lowest_kcal_mol=74.2
O -0.472370 1.806644 -0.573794 -0.9 -2.0 1.4 -0.036
N 0.767729 1.286413 -0.292162 2.3 2.1 -0.5 -0.099
C 1.058205 0.480403 0.628044 -2.9 -0.7 -0.5 -0.668
Cl 2.692307 0.095756 1.003313 -0.2 0.0 -0.2 0.628
H -0.367124 2.668239 -0.983387 0.9 -0.1 -0.2 0.100
H 0.276415 -0.137499 1.134318 0.8 0.7 0.2 0.065
C -1.310352 -2.082007 -0.285778 0.4 0.4 1.6 -0.099
N -1.604907 -2.206518 -1.374610 -0.3 -0.2 -1.2 0.064
H -1.039899 -1.911428 0.744052 -0.2 -0.2 -0.5 0.046

***

2.
10
Properties=species:S:1:pos:R:3:forces:R:3:lowdin_charge:R:1 method="wB97M-V/def2-TZVPD" spin_multiplicity=1 charge=+1 homo_energy_ev=-14.531 energy_ev=-25519.2465 e_lumo_ev=-6.331 de_lowest_kcal_mol=25.2
C 1.238921 0.044188 -0.627806 0.7 0.0 0.0 -0.175
C -0.025408 -0.026752 1.175336 -3.0 0.6 2.0 -0.672
N 2.148711 0.166686 0.278042 0.7 0.0 -0.7 -0.245
N -0.046595 -0.068868 -0.155860 0.7 0.3 1.5 -0.230
N -1.116858 -0.318396 -0.931307 -1.0 -0.6 -0.8 0.139
S 1.548675 0.149816 1.777539 -1.2 -0.1 -0.3 1.094
I -2.124758 0.205802 2.496486 2.9 -0.4 -1.8 0.726
H 1.467074 0.034322 -1.679382 -0.1 -0.1 -0.2 0.154
H -1.077015 0.059426 -1.870369 0.1 0.2 0.3 0.137
H -2.012746 -0.246225 -0.462679 0.3 0.2 0.0 0.072

***

3.
20
Properties=species:S:1:pos:R:3:forces:R:3:lowdin_charge:R:1 method="wB97M-V/def2-TZVPD" spin_multiplicity=1 charge=+1 homo_energy_ev=-13.861 energy_ev=-11968.1766 e_lumo_ev=-3.229 de_lowest_kcal_mol=32.7
C -0.333277 -0.103501 -1.848587 -0.8 -0.2 0.9 -0.176
O -0.753975 -1.459638 -2.008830 0.8 0.6 -0.1 -0.044
C 0.164833 0.126218 -0.385243 0.1 0.8 -1.5 -0.259
C 0.047730 1.627414 -0.082085 1.2 0.4 0.6 -0.088
C 1.454809 2.328888 -0.102578 -1.0 -1.5 -1.0 -0.188
O 2.409875 1.666806 -0.403187 0.3 0.7 0.4 0.070
N -0.695099 -0.695843 0.526143 -0.1 1.3 0.9 0.217
H -1.202687 0.534937 -2.000210 -0.2 -0.2 -0.1 0.125
H 0.411402 0.214991 -2.577495 0.2 -0.1 0.1 0.146
H 0.069468 -1.925556 -2.198655 -0.3 -0.5 -0.2 0.111
H 1.230666 -0.129024 -0.370348 -0.4 -0.5 0.7 0.147
H -0.398240 1.869948 0.895984 -0.2 -0.1 -0.4 0.130
H -0.499765 2.091440 -0.900554 -0.4 0.4 0.3 0.116
H 1.442793 3.418381 0.012800 0.3 0.1 0.3 0.134
H -1.171257 -1.466246 0.054249 0.5 -0.3 -0.4 0.156
H -0.220960 -0.982022 1.407184 0.0 -0.6 -0.2 0.122
H -1.442058 -0.085458 0.871866 -0.1 -0.1 -0.1 0.169
H -0.775148 -2.744595 2.683469 0.3 0.0 0.5 0.074
H 0.501204 -2.305971 3.473887 -0.1 -0.1 0.0 0.076
O -0.240315 -1.981168 2.952190 -0.3 0.1 -0.5 -0.040

***

4.
9
Properties=species:S:1:pos:R:3:forces:R:3:lowdin_charge:R:1 method="wB97M-V/def2-TZVPD" spin_multiplicity=1 charge=0 homo_energy_ev=-11.193 energy_ev=-7731.5459 e_lumo_ev=-1.134 de_lowest_kcal_mol=27.6
C 1.586544 -1.151165 -0.060012 2.6 -3.7 0.5 0.071
C 1.354428 0.085805 0.034316 3.4 4.7 -0.2 -0.166
C 0.052946 0.553003 0.015122 -4.0 6.0 0.6 -0.369
O -0.222510 1.803025 -0.049191 0.7 -4.9 0.1 0.070
C -1.105896 -0.416557 0.174985 -3.2 -0.5 -1.9 -0.101
N -2.146040 -0.924998 -0.083383 3.6 1.4 1.3 0.176
H 0.683719 -1.674667 -0.078254 -0.7 -2.1 -0.2 0.048
H 2.617038 -1.569172 0.027202 -1.3 0.0 -0.4 0.112
H 2.173467 0.868099 0.041792 -1.2 -0.9 0.1 0.157